[1]
C8H18N2 | ωB97M-V/def2-TZVPD

XYZ file:
```
28
Properties=species:S:1:pos:R:3:forces:R:3:lowdin_charge:R:1
H 1.7767 2.5022 -1.8484 0.0017 0.0241 -0.0428 0.08
H -0.1061 3.1015 1.3179 -0.0418 -0.0098 0.0287 0.08
H -1.0654 -2.5532 2.1414 0.0048 -0.0533 0.0188 0.08
H 2.2992 1.1352 -0.8779 0.0446 -0.0172 0.0157 0.08
C 0.7432 2.8563 0.6838 -0.1270 -0.1497 -0.1329 -0.03
H -1.1905 0.9803 0.9005 0.0592 -0.0048 0.0140 0.13
H -0.2154 -0.5772 -1.5651 -0.0313 -0.0461 -0.0314 0.11
H 1.5714 -0.7462 0.3248 -0.4107 0.1171 -0.3643 0.07
C -0.4254 -1.6106 0.3153 1.2635 0.6969 0.3370 -0.61
H 1.1214 0.8965 -2.1742 0.0024 -0.0094 -0.0269 0.07
H -0.5941 -3.0031 -1.3535 0.7424 -0.0867 -0.4019 0.06
N -1.0308 2.0767 -0.9007 -0.1991 0.3085 -0.1281 0.09
H 1.1109 3.7823 0.2410 0.0417 0.0406 -0.0121 0.08
N 0.9600 -1.3075 0.9076 -1.0262 0.9213 1.5312 0.02
C 0.3295 1.8809 -0.3985 0.1742 -0.0687 0.0691 -0.53
C 1.4380 1.5749 -1.3842 -0.1952 -0.0155 0.1370 -0.03
H -1.8712 -0.6944 -0.9697 -0.0447 0.0516 -0.1274 0.13
C -1.4358 -1.8076 1.4392 0.2970 0.2433 -0.0538 -0.05
H -0.2589 -3.7821 0.2045 -0.2205 0.0611 0.0393 0.06
C -0.0661 -2.8981 -0.4074 2.4330 0.4270 1.3371 -0.07
H 1.5335 2.4287 1.3030 0.0498 0.0114 0.0199 0.08
C -0.7439 0.8932 -0.0871 -0.0295 -0.1589 -0.0312 -0.27
H 0.8872 -0.8104 1.7906 0.0252 0.1193 0.0748 0.08
H -2.3747 -2.1654 1.0186 -0.0436 -0.0036 0.0112 0.09
H -1.6233 -0.8851 1.9888 -0.1103 0.0275 0.0414 0.07
C -0.8374 -0.4986 -0.6709 -0.0085 -0.0767 0.3117 -0.12
H 1.1742 -2.6149 -0.0511 -2.7680 -2.2180 -2.7068 0.16
H -1.1064 1.8457 -1.8880 0.1169 -0.1313 0.0728 0.10
```
Forces are in eV/Å.

For the total energy, the calculation gives -425.0397 Eh. As for the largest force on an atom: 4.462 eV/A. The value obtained for the highest occupied orbital energy is -0.334 hartree. The gap between HOMO and LUMO comes out at 9.963 eV. The calculation puts the lowest unoccupied orbital energy at 0.865 eV. As for the net charge: 0. Its energy above the lowest of the compared OMol25 structures with the same formula, charge and spin is 239.60 kJ/mol. As for the SMILES: CC(C)(N)C[C@@H]1NC1(C)C.

[2]
C4H6N4 | ωB97M-V/def2-TZVPD

XYZ file:
```
14
Properties=species:S:1:pos:R:3:forces:R:3:lowdin_charge:R:1
N 0.6232 1.1451 1.4867 0.6984 -0.3111 1.8780 0.06
C 0.5103 -1.5684 0.5266 -0.1066 2.3171 0.9974 0.06
H 1.4981 -2.0901 0.6443 -1.2069 0.3809 -0.1595 0.10
C -0.1742 1.9763 0.8394 1.8052 -0.9618 -0.4463 -0.27
H -0.8946 -1.8492 -2.5177 -2.5140 0.1472 3.7895 0.14
H -0.3188 2.9641 1.1567 -0.4402 1.0164 0.9426 0.09
N 0.8452 0.0799 0.5798 0.2842 0.0754 5.3611 -0.04
H -0.3017 -1.9121 1.3774 2.0139 1.2491 -2.4853 0.16
H 0.8495 -1.4317 -1.5948 0.2619 0.2028 -0.5792 0.10
N -1.1821 -1.8317 -1.3613 -1.7852 3.6757 -3.3956 -0.06
C 0.1618 0.4210 -0.4052 -5.0160 -0.9887 -7.0055 -0.32
C 0.0294 -1.1429 -0.9649 0.1275 0.4305 2.9517 -0.36
N -0.5418 1.6318 -0.4105 1.7913 -3.8686 -0.3075 0.12
H -2.2072 -0.9723 -1.1044 4.0867 -3.3649 -1.5413 0.23
```
Forces are in eV/Å.

For the total energy, the calculation gives -374.8365 Eh. As for the largest force on an atom: 8.673 eV/A. The value obtained for the highest occupied orbital energy is -0.350 hartree. The gap between HOMO and LUMO comes out at 9.886 eV. The calculation puts the lowest unoccupied orbital energy at 0.359 eV. As for the net charge: 0. Its energy above the lowest of the compared OMol25 structures with the same formula, charge and spin is 590.42 kJ/mol.